Computed, not measured: a structure of composition C49H42N5O6P2TeW, with wB97M-V/def2-TZVPD.

Geometry as XYZ:
```
106
Properties=species:S:1:pos:R:3
W 1.03914 0.20335 1.20555
C -0.88791 4.37115 1.19441
O -1.69376 4.05625 2.32679
C -1.10556 3.30988 3.30500
C -1.30136 3.70651 4.61327
C -0.73412 3.00664 5.67545
C 0.06729 1.91457 5.40991
C 0.24892 1.48103 4.09513
C 1.16740 0.35102 3.86043
N 0.88589 -0.76611 3.25868
N 1.92298 -1.71992 3.39663
C 2.91561 -1.48788 2.61053
O 2.96166 -0.47834 1.77453
C 4.09916 -2.38536 2.65164
C 4.11314 -3.50474 3.47831
C 5.22036 -4.33450 3.49857
C 6.31879 -4.05283 2.69347
C 6.30272 -2.94057 1.86607
C 5.19303 -2.10739 1.84227
C -0.34322 2.15702 3.02278
O -0.13785 1.77786 1.76706
H -1.34493 5.24723 0.73788
H -0.85334 3.54540 0.48227
H 0.13060 4.62171 1.50773
H -1.90593 4.58948 4.78171
H -0.89626 3.33471 6.69333
H 0.55265 1.37639 6.21578
H 2.12473 0.40015 4.37910
H 3.24475 -3.71375 4.08818
H 5.22635 -5.20931 4.13673
H 7.18223 -4.70694 2.70571
H 7.15013 -2.72414 1.22833
H 5.16156 -1.24443 1.19071
N 2.42218 1.98462 1.16090
C 2.25916 2.72466 -0.10618
C 2.76510 1.80345 -1.22068
O 3.99122 1.56362 -1.20704
N 1.72082 0.31184 -0.85622
C 2.56379 -0.85785 -1.07739
C 2.02065 -2.05651 -0.33022
O 2.36956 -3.18982 -0.55419
O 1.13897 -1.72950 0.60479
H 2.24078 2.58816 1.95757
H 3.38505 1.65544 1.21889
H 2.88941 3.61802 -0.12166
H 1.21010 2.99163 -0.20452
H 3.56179 -0.62751 -0.69746
H 2.67553 -1.10543 -2.13026
Te -3.63837 -0.17092 -1.86880
C -3.19829 -1.48839 -3.48078
C -3.71110 -2.78057 -3.51105
C -3.43785 -3.58834 -4.60686
N -2.69689 -3.20533 -5.64396
C -2.20760 -1.96624 -5.60425
C -2.43543 -1.07451 -4.56645
C -1.79708 0.19824 -1.00273
P -0.64387 1.50448 -1.37867
C -1.37933 2.40333 -2.79812
C -2.42268 3.27654 -2.47995
C -3.03889 4.04833 -3.44828
C -2.61149 3.97394 -4.76953
C -1.56568 3.12618 -5.09894
C -0.95438 2.34644 -4.12261
C 0.92502 0.74292 -2.08026
C 1.92012 1.83520 -2.53039
C 2.70079 1.49729 -3.75813
C 2.37919 0.47046 -4.54506
C 1.28052 -0.44237 -4.21191
C 0.63449 -0.34785 -3.04872
P -1.43123 -0.52472 0.54235
C -1.48027 -2.34669 0.49421
C -1.13988 -3.08703 1.62737
C -1.06682 -4.46697 1.56900
C -1.30951 -5.13055 0.37223
C -1.60415 -4.40114 -0.76712
C -1.68032 -3.01557 -0.70485
C -2.75406 -0.07232 1.74242
C -3.18998 1.25180 1.67854
C -4.16770 1.72714 2.53695
C -4.74395 0.87476 3.46846
C -4.34020 -0.45027 3.52458
C -3.35298 -0.92156 2.66962
H -4.29880 -3.16431 -2.68613
H -3.82773 -4.60136 -4.64819
H -1.60744 -1.66445 -6.45797
H -2.02282 -0.07437 -4.60559
H -2.76169 3.33893 -1.45195
H -3.85561 4.70559 -3.17512
H -3.09058 4.57299 -5.53431
H -1.21987 3.06237 -6.12408
H -0.14168 1.69071 -4.41056
H 1.45634 2.82446 -2.65423
H 3.55987 2.11933 -3.98027
H 2.95990 0.26831 -5.43765
H 1.02327 -1.22694 -4.91455
H -0.13693 -1.05636 -2.76649
H -0.86789 -2.57649 2.54355
H -0.78534 -5.02741 2.45222
H -1.23260 -6.21002 0.32570
H -1.75515 -4.90132 -1.71656
H -1.87343 -2.44843 -1.60285
H -2.74844 1.91109 0.94341
H -4.46700 2.76653 2.48341
H -5.51089 1.23910 4.14149
H -4.79934 -1.12876 4.23353
H -3.07525 -1.96383 2.71460
```

Properties
Total energy = -3635.52389 Ha
Kohn-Sham gap (alpha / beta) = 6.6 / 6.1 eV
2S+1 = 3
Net charge = -1
ΔE to the lowest compared entry with this formula, charge and spin = 238.57 kJ/mol
E_LUMO (alpha / beta) = 2.23 / 1.70 eV